(1)
Below is a cluster of 8 separate species, C30H48O12S2 in total, with properties calculated with the ωB97M-V functional and the def2-TZVPD basis.

CARTESIAN COORDINATES (ANGSTROEM)
C1 -0.594 -2.172 3.110
C2 -0.430 -2.306 4.651
O1 0.585 2.209 4.240
H1 -5.330 2.436 -5.561
C3 3.952 -0.191 2.893
H2 -6.436 1.649 -4.422
C4 5.221 2.806 -2.169
C5 -1.322 1.634 -1.127
C6 3.724 1.206 2.278
H3 -0.513 1.724 0.833
C7 4.013 0.679 -3.036
C8 1.196 -4.959 -6.027
H4 -4.151 2.892 1.647
H5 -4.764 1.542 -2.822
H6 1.495 1.793 6.104
S1 4.568 2.240 -3.781
H7 0.411 -2.037 -4.570
H8 -1.018 -1.533 5.141
O2 3.670 -0.410 0.541
C9 0.748 -2.679 2.632
C10 1.053 -2.817 -4.961
H9 -0.240 2.654 7.347
C11 2.388 -2.554 -5.309
H10 3.110 0.955 -2.485
H11 0.803 -5.892 -6.411
H12 4.401 2.599 -1.485
H13 0.843 0.058 0.303
O3 -0.807 0.908 -2.120
O4 -1.331 1.726 3.193
C12 -0.733 1.921 4.219
H14 -0.742 -3.302 4.956
H15 -6.491 -0.700 2.412
O5 1.024 -3.088 1.540
C13 -1.279 2.007 5.624
C14 -5.463 -0.384 2.607
C15 -5.438 1.619 -4.851
C16 0.467 -4.013 -5.323
O6 5.743 1.938 -4.667
H16 1.661 3.474 5.489
C17 -5.306 0.320 -5.605
H17 -0.603 3.954 6.087
H18 -1.942 0.646 0.642
H19 4.603 1.826 2.429
C18 -3.545 0.282 -4.137
C19 -4.486 2.047 2.245
H20 2.867 1.682 2.751
H21 -1.455 -2.623 2.632
O7 1.668 -2.595 3.602
C20 -0.283 2.931 6.295
C21 -1.001 0.985 0.210
H22 -5.476 0.104 3.580
H23 -2.336 2.253 5.674
O8 -4.263 -0.412 -5.177
S2 -4.704 0.529 1.240
C22 -0.207 -0.286 -1.663
H24 2.886 -1.598 -5.208
H25 5.411 3.877 -2.229
H26 -3.553 -0.381 -3.274
C23 -4.296 1.577 -3.804
H27 -0.722 -1.159 -2.069
H28 4.867 -0.197 3.483
H29 3.162 -0.462 3.596
C24 1.014 2.607 5.556
C25 3.397 0.876 0.845
H30 -4.963 -1.350 2.738
H31 -1.227 0.998 6.057
H32 -0.397 -1.131 0.385
H33 1.430 -1.087 5.016
H34 4.153 -3.304 -6.246
C26 1.075 -2.099 4.836
H35 6.151 2.308 -1.906
O9 -6.053 -0.029 -6.479
C27 -0.104 -0.232 -0.152
H36 -3.678 2.466 -3.882
H37 3.703 -0.002 -3.828
H38 3.245 -1.981 1.820
C28 3.959 -1.171 1.716
O10 2.910 1.633 0.052
H39 -0.612 -1.102 2.871
H40 4.960 -1.607 1.744
H41 3.093 -5.477 -6.860
H42 4.703 0.160 -2.375
H43 1.473 -2.799 5.571
H44 -3.702 1.845 2.974
C29 3.127 -3.511 -5.971
C30 2.522 -4.717 -6.343
O11 -5.723 0.845 0.189
H45 -0.597 -4.093 -5.137
H46 0.818 -0.393 -2.037
H47 -2.542 0.518 -4.489
H48 -5.447 2.267 2.706
O12 -1.967 2.632 -1.306

Atoms 1-2, force components in eV/Å:
C 0.8 0.6 1.0
C -0.4 0.7 -1.0

Properties
Total charge ... 0
E_LUMO ... -0.286 eV
HOMO-LUMO gap ... 8.35 eV
Energy relative to the best compared isomer or geometry (same formula, charge and spin) ... 29.6 kcal per mole

Löwdin atomic charge list, values in e, 8 entries: C -0.056; C -0.124; O 0.020; H 0.124; C -0.134; H 0.124; C -0.258; C -0.481

---

(2)
Below is a cluster of 8 separate species, C30H49BN2O25 in total, with properties calculated with the ωB97M-V functional and the def2-TZVPD basis.

CARTESIAN COORDINATES (ANGSTROEM)
H1 1.937 -3.612 3.069
C1 -2.884 -2.792 1.983
H2 -3.404 -4.494 -3.893
H3 0.046 2.700 -8.869
H4 -2.473 5.950 -2.759
H5 -5.256 -0.046 -0.470
H6 -0.819 -1.941 -4.504
H7 -2.070 -0.186 4.650
C2 5.025 -1.190 4.077
O1 -3.398 -1.875 -3.571
H8 -0.689 0.530 -9.697
H9 -3.495 -0.023 -0.568
O2 -1.616 1.440 5.828
H10 7.965 0.633 3.881
H11 2.299 5.091 3.793
C3 1.605 3.365 2.695
H12 4.034 -4.901 2.436
C4 3.469 -6.690 3.507
H13 -1.708 -4.080 -3.727
C5 7.411 -0.292 4.029
H14 -4.241 4.326 -4.217
N1 -3.049 5.807 -3.562
O3 4.659 -6.764 4.313
C6 2.470 4.598 2.832
O4 3.896 -4.675 4.479
O5 -0.628 4.096 -3.275
H15 4.442 5.354 2.469
O6 3.796 -0.563 3.673
C7 -2.528 1.313 -8.881
H16 -2.736 1.834 -9.810
H17 -2.340 -4.575 -5.305
H18 2.632 -7.075 4.093
O7 0.334 3.955 2.307
O8 0.481 2.286 5.986
H19 -3.339 3.943 -2.842
H20 -4.720 -0.298 2.559
O9 -2.184 -0.404 -4.723
H21 1.915 2.707 1.906
H22 3.578 -7.283 2.604
H23 7.815 -0.810 4.897
C8 -0.869 -2.119 6.142
H24 -1.709 -2.725 6.476
H25 5.333 -1.874 3.284
C9 -3.289 4.439 -3.782
H26 7.574 -0.911 3.147
H27 -3.093 -0.024 6.091
H28 -1.297 -0.603 7.599
H29 -0.775 -2.223 5.061
H30 -3.107 -0.038 1.860
H31 4.135 3.790 1.734
H32 -3.661 -2.544 -5.504
O10 -0.195 5.735 1.057
O11 -1.239 -0.276 -7.883
H33 -0.867 3.810 -0.857
C10 -0.270 1.376 6.033
C11 -4.307 -1.507 0.781
H34 5.786 0.501 5.181
C12 -2.081 0.080 5.709
C13 3.364 -5.207 3.244
O12 -3.274 -2.521 0.719
O13 -0.427 3.040 -1.207
O14 0.115 0.102 6.289
H35 -2.869 1.920 -8.040
C14 1.969 -4.696 2.979
C15 -0.170 1.918 -8.143
H36 4.888 -1.749 4.998
O15 -2.225 -3.719 2.306
C16 -2.461 -0.801 -8.121
C17 3.947 4.394 2.618
C18 4.116 0.580 3.031
C19 -1.068 -0.676 6.533
O16 5.547 -5.372 5.840
B1 -0.675 2.925 -2.527
O17 -3.221 0.049 -8.839
H37 1.510 2.805 3.620
H38 1.259 -5.101 3.700
C20 -2.565 -4.018 -4.398
H39 -1.470 -1.762 -6.147
O18 -3.351 -1.852 2.842
H40 -0.616 2.377 -7.262
C21 -2.892 -2.586 -4.729
N2 -0.971 1.678 -3.092
H41 -1.170 1.046 -2.344
H42 0.768 1.465 -7.827
C22 0.605 5.105 1.665
O19 5.430 0.866 3.183
O20 -2.371 3.770 -4.677
O21 1.904 5.443 1.800
C23 -3.892 -0.775 2.040
C24 -1.088 0.882 -8.742
O22 -2.821 -1.868 -7.744
C25 -1.091 3.987 -4.522
O23 -3.488 0.310 -3.048
C26 4.780 -5.584 4.968
H43 4.394 3.897 3.477
H44 -5.259 -2.028 0.913
H45 -1.801 1.695 -3.658
C27 5.945 -0.002 4.223
C28 -4.364 -0.669 -0.474
H46 -4.385 -1.305 -1.350
C29 -1.712 -1.722 -5.094
C30 -3.074 -0.576 -3.725
O24 -0.418 4.059 -5.417
O25 3.340 1.236 2.421
H47 0.045 -2.509 6.586
H48 -2.678 6.275 -4.368
H49 1.642 -4.973 1.978

Atoms 1-2, force components in eV/Å:
H 0.1 0.0 -0.1
C -0.3 0.4 -0.3

Properties
Total charge ... 0
E_LUMO ... 0.415 eV
HOMO-LUMO gap ... 10.46 eV
SMILES string ... C[C@@H]1COC(=O)O1.C[C@@H]1COC(=O)O1.C[C@@H]1COC(=O)O1.C[C@@H]1COC(=O)O1.C[C@@H]1COC(=O)O1.C[C@@H]1COC(=O)O1.C[C@@H]1COC(=O)O1.NCOC(=O)OB(N)O

Löwdin atomic charge list, values in e, 8 entries: H 0.086; C -0.582; H 0.088; H 0.096; H 0.079; H 0.100; H 0.147; H 0.126

---

(3)
Below is a structure of composition C30H49N5OPtTe, with properties calculated with the ωB97M-V functional and the def2-TZVPD basis.

CARTESIAN COORDINATES (ANGSTROEM)
H1 4.331 4.986 -0.799
H2 -2.916 -8.066 1.247
H3 -5.447 -1.173 0.003
C1 4.258 3.230 -3.739
C2 -0.737 1.082 -1.754
H4 -2.363 1.329 -3.123
C3 3.909 0.780 -3.725
H5 5.797 4.068 -2.486
H6 3.681 3.151 0.774
H7 2.369 5.317 0.322
H8 -0.510 0.697 3.942
H9 -4.839 2.955 4.168
H10 -0.932 -3.390 4.287
C4 -5.320 2.291 3.450
H11 0.981 4.292 -0.063
H12 4.310 0.581 -4.723
H13 -0.203 -2.349 3.059
H14 3.189 -1.231 -3.541
H15 3.795 5.515 -2.382
H16 -5.869 2.904 2.733
C5 -2.453 -0.226 1.432
N1 2.520 4.119 -1.448
H17 -2.928 -6.307 -0.340
H18 -2.329 -2.903 -1.669
O1 -0.127 2.054 -2.327
C6 -2.555 -5.604 0.400
N2 -0.132 0.370 -0.825
C7 -4.722 0.506 1.780
H19 4.388 -0.367 0.775
N3 2.000 1.991 0.342
C8 -2.967 1.478 3.055
H20 1.846 4.565 -2.063
H21 0.986 1.987 0.469
H22 4.891 2.753 -1.749
C9 -3.825 -0.318 1.114
H23 5.069 2.954 -4.415
H24 -2.005 -4.581 -2.108
H25 -1.724 -5.428 3.655
C10 2.841 -0.210 -3.384
C11 -4.367 -1.283 0.093
C12 2.072 4.336 -0.054
C13 -1.832 -3.379 0.958
C14 3.889 4.642 -1.735
C15 -1.125 -2.850 3.361
H26 4.740 0.732 -3.018
H27 -2.627 2.170 3.821
C16 -1.882 -5.110 2.628
H28 2.557 -1.460 -0.515
H29 2.601 2.200 -4.372
C17 -1.615 -3.792 2.287
C18 -2.587 -7.468 2.096
C19 3.715 0.203 0.133
N4 3.294 2.115 -3.633
H30 1.736 0.025 0.921
H31 -4.152 -2.313 0.375
H32 -5.777 0.436 1.533
H33 1.979 -0.048 -4.036
N5 2.397 0.011 -2.005
C20 -0.588 0.831 2.860
C21 -2.023 0.671 2.416
Pt1 2.209 2.060 -1.781
C22 3.196 -0.698 -0.963
H34 -2.841 1.233 -1.414
H35 2.836 0.930 1.969
H36 -2.361 -0.237 -2.264
C23 4.800 3.635 -2.386
H37 0.068 0.109 2.384
C24 -2.580 -3.936 -1.440
H38 4.029 -1.209 -1.448
C25 2.594 3.240 0.827
H39 -1.677 -7.917 2.496
H40 -3.351 -7.533 2.873
H41 -0.228 1.843 2.636
H42 1.394 -0.220 -1.878
C26 2.548 0.749 0.932
H43 4.298 1.022 -0.297
H44 -6.052 1.686 3.987
H45 3.732 4.071 -4.196
H46 -1.864 -2.071 3.567
C27 -2.167 0.831 -2.176
Te1 -1.051 -1.412 0.364
C28 -4.314 1.417 2.751
H47 -3.636 -4.087 -1.674
C29 -2.304 -4.285 0.005
H48 2.328 3.452 1.867
C30 -2.344 -6.035 1.695
H49 -3.926 -1.112 -0.891

Atoms 1-2, force components in eV/Å:
H -0.1 0.0 0.1
H 0.0 0.0 0.0

Properties
Total charge ... +1
E_LUMO (spin up / spin down) ... -2.253 / -2.501 eV
HOMO-LUMO gap (spin up / spin down) ... 6.82 / 6.94 eV
Energy relative to the best compared isomer or geometry (same formula, charge and spin) ... 5.5 kcal per mole
Multiplicity ... 2

Löwdin atomic charge list, values in e, 8 entries: H 0.125; H 0.074; H 0.083; C -0.182; C -0.719; H 0.078; C -0.189; H 0.130